ArH24O12 | ωB97M-V/def2-TZVPD

Each line ends with the natural charge from an NBO analysis.
Geometry (Å):
Ar: 0.292 -0.170 -0.752  0.00
O: -2.348 2.414 0.013  -0.97
H: -1.679 2.700 0.634  0.47
H: -2.386 1.464 0.122  0.50
O: 4.666 0.534 0.063  -0.97
H: 3.888 0.612 0.616  0.49
H: 4.503 -0.242 -0.473  0.45
O: 1.331 3.405 0.362  -0.99
H: 2.245 3.419 0.076  0.47
H: 0.830 3.276 -0.444  0.49
O: -0.211 0.699 3.243  -0.96
H: -0.447 0.474 4.142  0.47
H: 0.144 -0.111 2.877  0.49
O: -0.676 -0.560 -3.774  -0.98
H: -1.435 -0.291 -3.257  0.48
H: -0.307 -1.300 -3.292  0.47
O: -2.725 -0.103 -1.875  -0.95
H: -3.637 -0.301 -2.090  0.48
H: -2.515 -0.694 -1.152  0.48
O: -0.021 -2.145 2.144  -0.97
H: 0.291 -2.472 1.300  0.50
H: -0.881 -2.550 2.256  0.47
O: -0.376 3.201 -1.797  -0.95
H: -1.144 3.053 -1.244  0.50
H: -0.290 4.154 -1.838  0.47
O: -0.094 -3.111 -2.414  -0.96
H: -1.037 -3.138 -2.253  0.47
H: 0.299 -3.120 -1.541  0.48
O: 1.152 -3.457 0.000  -0.96
H: 1.100 -4.373 0.271  0.49
H: 2.015 -3.375 -0.405  0.50
O: -2.593 -0.190 1.153  -0.97
H: -1.895 -0.314 1.796  0.50
H: -3.401 -0.240 1.664  0.48
O: 2.545 0.651 1.725  -0.96
H: 2.654 0.719 2.673  0.48
H: 2.142 1.481 1.470  0.50

Calculated values
E (eV): -39314.871
HOMO-LUMO gap (eV): 9.641
Spin multiplicity: 1
Largest force on an atom (eV Å⁻¹): 1.2



ArH28O14 | ωB97M-V/def2-TZVPD

Each line ends with the natural charge from an NBO analysis.
Geometry (Å):
Ar: -0.087 -0.241 0.144  0.00
O: -0.912 -1.903 -2.881  -0.98
H: -1.377 -1.099 -2.650  0.49
H: -0.992 -2.457 -2.105  0.50
O: -1.131 -3.692 -0.481  -0.96
H: -0.469 -4.191 -0.002  0.49
H: -1.959 -4.120 -0.263  0.48
O: 2.290 -1.829 2.756  -0.95
H: 2.126 -1.021 3.241  0.47
H: 1.425 -2.105 2.450  0.48
O: -2.047 -1.894 2.588  -0.98
H: -2.221 -1.778 1.654  0.48
H: -1.790 -1.024 2.894  0.49
O: 1.959 1.187 2.744  -0.97
H: 2.354 0.863 1.934  0.50
H: 2.703 1.458 3.282  0.47
O: -3.402 -0.341 0.518  -0.95
H: -2.993 0.493 0.749  0.48
H: -3.513 -0.299 -0.432  0.45
O: 3.623 -1.641 -0.786  -0.98
H: 3.353 -0.964 -0.166  0.46
H: 2.951 -1.626 -1.467  0.48
O: -2.478 0.293 -2.267  -0.93
H: -3.423 0.146 -2.235  0.47
H: -2.361 1.178 -1.921  0.48
O: -0.894 0.522 3.398  -0.97
H: -1.495 1.180 3.051  0.48
H: -0.026 0.911 3.295  0.50
O: 0.998 3.508 -1.009  -0.94
H: 0.751 2.624 -1.279  0.49
H: 0.166 3.952 -0.849  0.45
O: 3.698 0.977 0.212  -0.95
H: 4.424 0.828 0.818  0.48
H: 3.679 1.925 0.088  0.49
O: -0.193 1.853 -3.043  -0.95
H: 0.246 1.638 -3.866  0.49
H: -0.879 2.472 -3.292  0.47
O: 1.880 -1.462 -2.863  -0.96
H: 0.929 -1.445 -2.755  0.50
H: 2.138 -0.540 -2.861  0.46
O: -2.185 2.235 1.371  -0.95
H: -1.964 2.672 0.548  0.48
H: -2.902 2.756 1.734  0.49

Calculated values
E (eV): -43474.327
HOMO-LUMO gap (eV): 8.870
Spin multiplicity: 1
Largest force on an atom (eV Å⁻¹): 1.1



As3F18Na | ωB97M-V/def2-TZVPD

Each line ends with the natural charge from an NBO analysis.
Geometry (Å):
Na: -12.615 -3.167 16.132  0.99
As: -9.982 -3.033 18.446  2.78
F: -10.476 -4.565 17.594  -0.64
F: -10.938 -2.059 17.279  -0.66
F: -9.589 -1.568 19.395  -0.61
F: -8.993 -4.027 19.612  -0.64
F: -8.490 -2.854 17.428  -0.63
F: -11.349 -3.350 19.580  -0.60
As: -13.696 -1.048 20.171  2.80
F: -13.528 -2.759 20.721  -0.62
F: -14.344 -0.550 21.740  -0.62
F: -13.850 0.567 19.453  -0.63
F: -13.130 -1.621 18.540  -0.67
F: -15.319 -1.452 19.548  -0.64
F: -11.969 -0.722 20.640  -0.61
As: -13.570 -7.114 14.458  2.79
F: -14.019 -8.874 14.118  -0.64
F: -11.835 -7.508 14.442  -0.61
F: -13.181 -5.284 14.731  -0.69
F: -15.337 -6.800 14.716  -0.62
F: -13.547 -7.451 16.237  -0.61
F: -13.511 -6.810 12.735  -0.61

Calculated values
Net charge: -2
E (eV): -235861.845
HOMO-LUMO gap (eV): 10.498
Spin multiplicity: 1
Largest force on an atom (eV Å⁻¹): 3.4



AsB2F14Tl | ωB97M-V/def2-TZVPD

Each line ends with the natural charge from an NBO analysis.
Geometry (Å):
Tl: 11.792 -15.822 -10.346  1.00
As: 5.938 -15.670 -7.080  2.76
F: 4.716 -16.301 -8.158  -0.56
F: 4.764 -15.284 -5.788  -0.51
F: 7.121 -15.055 -5.900  -0.48
F: 7.337 -15.765 -8.230  -0.54
F: 5.836 -13.929 -7.736  -0.50
F: 6.033 -17.366 -6.420  -0.55
B: 12.672 -14.262 -6.190  1.31
F: 12.563 -15.689 -6.087  -0.39
F: 12.846 -13.795 -4.974  -0.40
F: 13.671 -13.851 -7.096  -0.41
F: 11.414 -13.804 -6.736  -0.38
B: 16.584 -16.821 -10.176  1.30
F: 17.755 -16.436 -9.594  -0.40
F: 15.685 -17.153 -9.182  -0.39
F: 15.980 -15.807 -10.897  -0.43
F: 16.721 -17.926 -11.003  -0.42

Calculated values
E (eV): -104930.283
HOMO-LUMO gap (eV): 1.668
Spin multiplicity: 1
Largest force on an atom (eV Å⁻¹): 2.5



AsF6H22O11 | ωB97M-V/def2-TZVPD

Each line ends with the natural charge from an NBO analysis.
Geometry (Å):
As: -0.658 -0.095 -0.215  2.85
F: 1.032 0.355 -0.045  -0.66
F: -0.515 0.018 -1.943  -0.63
F: -2.339 -0.501 -0.404  -0.64
F: -0.776 -0.262 1.512  -0.64
F: -1.066 1.591 -0.069  -0.64
F: -0.194 -1.752 -0.336  -0.62
O: 2.131 2.733 1.652  -0.95
H: 1.784 3.049 0.813  0.48
H: 2.551 1.891 1.438  0.48
O: -0.950 0.107 -5.032  -0.95
H: -0.841 -0.720 -4.553  0.48
H: -0.381 0.724 -4.561  0.47
O: -2.085 -1.845 3.763  -0.95
H: -2.333 -0.944 3.987  0.46
H: -1.596 -1.760 2.936  0.48
O: 2.084 -1.603 -3.314  -0.94
H: 1.993 -1.363 -2.385  0.48
H: 2.999 -1.409 -3.532  0.46
O: -2.817 3.460 0.867  -0.96
H: -2.124 2.961 0.407  0.49
H: -3.613 2.941 0.724  0.46
O: 1.110 1.009 3.674  -0.98
H: 0.239 0.738 3.364  0.48
H: 1.454 1.569 2.959  0.49
O: 3.700 0.088 0.519  -0.97
H: 4.396 -0.574 0.457  0.48
H: 2.879 -0.420 0.585  0.50
O: 2.883 1.898 -1.551  -0.96
H: 3.003 1.281 -0.813  0.49
H: 1.947 2.115 -1.497  0.46
O: -3.499 -2.990 0.032  -0.95
H: -3.258 -2.063 -0.118  0.49
H: -3.277 -3.433 -0.791  0.46
O: -3.704 -0.744 -3.326  -0.94
H: -2.966 -1.245 -2.966  0.47
H: -3.415 0.171 -3.252  0.48
O: 1.855 -1.985 3.719  -0.95
H: 2.722 -1.796 4.089  0.46
H: 1.645 -1.195 3.206  0.48

Calculated values
Net charge: -1
E (eV): -100030.783
HOMO-LUMO gap (eV): 10.701
Spin multiplicity: 1
Largest force on an atom (eV Å⁻¹): 0.5



AsF6H26O13 | ωB97M-V/def2-TZVPD

Each line ends with the natural charge from an NBO analysis.
Geometry (Å):
As: 0.070 -0.043 -0.131  2.67
F: -0.636 -0.405 -1.749  -0.51
F: -1.341 0.992 0.352  -0.48
F: 0.732 0.234 1.492  -0.57
F: 1.538 -1.063 -0.496  -0.49
F: 0.857 1.450 -0.793  -0.47
F: -0.803 -1.470 0.514  -0.53
O: -1.457 -0.032 2.107  -0.99
H: -1.888 -0.869 1.933  0.46
H: -1.406 0.393 1.251  0.41
O: -1.621 2.757 1.480  -0.96
H: -1.640 2.064 0.820  0.45
H: -1.027 2.430 2.155  0.46
O: 1.102 2.392 2.206  -0.98
H: 1.060 2.616 1.276  0.44
H: 0.595 1.584 2.282  0.43
O: 0.248 0.271 -3.361  -0.99
H: 1.078 -0.196 -3.454  0.46
H: 0.002 0.144 -2.445  0.43
O: -2.020 -2.043 -2.708  -0.99
H: -2.812 -1.642 -3.066  0.45
H: -1.862 -1.573 -1.889  0.44
O: 2.711 1.450 -1.718  -0.98
H: 2.688 2.371 -1.978  0.47
H: 1.797 1.227 -1.543  0.45
O: -2.328 -1.164 -0.788  -0.85
H: -1.518 -1.121 -0.280  0.44
H: -2.738 -1.986 -0.517  0.51
O: 2.430 -2.298 -1.243  -0.94
H: 1.605 -1.973 -0.881  0.48
H: 2.998 -1.528 -1.273  0.46
O: -0.730 -2.946 2.018  -0.95
H: -0.402 -2.871 1.122  0.45
H: 0.007 -2.677 2.567  0.49
O: 0.191 -1.113 3.381  -0.98
H: 0.521 -0.359 3.869  0.48
H: 0.202 -0.831 2.467  0.48
O: 3.056 -0.332 1.119  -0.90
H: 2.780 -1.243 1.218  0.46
H: 2.639 -0.042 0.308  0.45
O: 1.284 2.972 0.069  -0.93
H: 1.183 2.024 -0.018  0.46
H: 0.678 3.338 -0.575  0.46
O: -2.784 0.686 -1.553  -1.00
H: -2.599 -0.140 -1.108  0.42
H: -2.443 0.563 -2.439  0.44

Calculated values
Net charge: -1
E (eV): -104160.539
HOMO-LUMO gap (eV): 6.702
Spin multiplicity: 1
Largest force on an atom (eV Å⁻¹): 19.6



B2H8In | ωB97M-V/def2-TZVPD

Each line ends with the natural charge from an NBO analysis.
Geometry (Å):
In: 12.526 3.689 -25.718  1.93
B: 10.618 2.855 -24.638  -0.68
H: 11.439 2.927 -23.940  0.02
H: 9.665 2.876 -24.133  0.11
H: 10.769 3.697 -25.296  -0.03
H: 10.631 1.909 -25.156  0.08
B: 13.081 1.556 -25.083  -0.81
H: 13.553 0.758 -24.531  0.23
H: 13.877 2.099 -25.568  0.04
H: 12.394 1.222 -25.844  0.06
H: 12.559 2.213 -24.404  0.05

Calculated values
Net charge: +1
E (eV): -6637.770
HOMO-LUMO gap (eV): 5.110
Spin multiplicity: 1
Largest force on an atom (eV Å⁻¹): 7.0



B2H8Rb | ωB97M-V/def2-TZVPD

Each line ends with the Mulliken charge.
Geometry (Å):
Rb: 0.592 0.790 -0.304  0.50
B: -1.726 0.855 -0.317  0.26
H: -1.081 1.715 -0.229  -0.27
H: -1.971 0.742 -1.362  -0.31
H: -1.199 0.008 0.095  -0.19
H: -2.642 0.952 0.244  -0.30
B: 1.614 -1.012 0.363  0.46
H: 1.221 -0.374 1.140  -0.26
H: 2.654 -0.734 0.299  -0.31
H: 1.500 -2.056 0.613  -0.32
H: 1.039 -0.886 -0.541  -0.27

Calculated values
Net charge: -1
E (eV): -2129.477
HOMO-LUMO gap (eV): 6.731
Spin multiplicity: 1
Largest force on an atom (eV Å⁻¹): 12.1



B3CaF12N2O6 | ωB97M-V/def2-TZVPD

Each line ends with the natural charge from an NBO analysis.
Geometry (Å):
Ca: -0.114 0.228 0.007  1.93
N: -0.076 -2.206 -2.877  0.72
O: -0.084 -3.041 -3.797  -0.52
O: -0.011 -0.979 -3.041  -0.58
O: -0.150 -2.585 -1.683  -0.59
N: 0.949 4.121 0.379  0.73
O: 1.144 5.317 0.599  -0.57
O: 0.766 3.732 -0.736  -0.55
O: 0.769 3.364 1.307  -0.59
B: -0.756 -1.639 3.307  1.31
F: -0.554 -0.890 4.394  -0.56
F: 0.368 -1.629 2.525  -0.58
F: -1.163 -2.913 3.635  -0.56
F: -1.655 -0.932 2.539  -0.59
B: 4.146 -0.900 -0.236  1.31
F: 4.117 -1.385 1.027  -0.57
F: 5.387 -0.403 -0.568  -0.58
F: 3.788 -1.886 -1.103  -0.57
F: 3.209 0.064 -0.331  -0.59
B: -4.034 0.876 -1.071  1.31
F: -4.393 1.422 -2.277  -0.57
F: -3.482 -0.345 -1.161  -0.56
F: -3.034 1.657 -0.612  -0.59
F: -5.140 0.953 -0.225  -0.58

Calculated values
Net charge: -3
E (eV): -68357.620
HOMO-LUMO gap (eV): 8.394
Spin multiplicity: 1
Largest force on an atom (eV Å⁻¹): 4.4



B4H16V | ωB97M-V/def2-TZVPD

Each line ends with the Mulliken spin population.
Geometry (Å):
V: -17.015 -24.309 11.040  1.25
B: -18.409 -23.534 11.363  -0.06
H: -17.874 -24.009 12.170  0.02
H: -19.107 -22.904 11.891  0.06
H: -17.636 -22.980 10.852  -0.01
H: -18.899 -24.304 10.788  0.16
B: -15.685 -23.335 11.313  0.08
H: -15.446 -24.278 10.847  0.13
H: -16.344 -22.831 10.623  0.00
H: -16.236 -23.530 12.219  -0.01
H: -14.795 -22.746 11.470  0.00
B: -17.077 -24.338 9.369  -0.03
H: -17.209 -23.267 9.351  0.10
H: -16.994 -24.629 8.334  0.09
H: -16.208 -24.667 9.918  -0.01
H: -17.974 -24.734 9.819  -0.01
B: -16.990 -25.798 11.618  0.14
H: -17.611 -25.770 10.736  0.06
H: -16.025 -25.335 11.478  0.00
H: -17.417 -25.064 12.283  0.05
H: -17.018 -26.748 12.129  0.00

Calculated values
Net charge: -1
E (eV): -28625.568
HOMO-LUMO gap (alpha / beta) (eV): 3.493 / 8.853
Spin multiplicity: 3
Largest force on an atom (eV Å⁻¹): 16.2



B5CuF4H16 | ωB97M-V/def2-TZVPD

Each line ends with the Mulliken spin population.
Geometry (Å):
Cu: 0.006 0.366 0.271  0.75
B: -0.292 -0.423 2.473  0.02
H: 0.724 0.155 2.745  0.00
H: -0.589 -1.119 3.417  0.01
H: -1.217 0.302 2.267  0.00
H: -0.081 -1.157 1.556  0.02
B: -2.256 0.547 -0.620  0.01
H: -2.718 -0.242 -1.397  0.01
H: -3.001 1.494 -0.517  0.01
H: -2.128 0.058 0.461  0.02
H: -1.251 0.976 -1.081  0.02
B: 2.205 -0.460 -0.412  0.02
H: 2.108 0.161 0.623  0.04
H: 2.001 -1.615 -0.242  0.00
H: 1.432 0.038 -1.199  0.00
H: 3.279 -0.241 -0.922  0.01
B: 0.563 2.708 0.525  0.03
H: 1.219 3.702 0.323  0.01
H: 0.189 2.330 -0.562  0.03
H: 1.203 1.850 0.999  0.00
H: -0.392 3.007 1.192  0.00
B: -0.204 -2.469 -1.983  0.00
F: -1.345 -3.253 -2.275  0.00
F: -0.085 -1.447 -2.930  0.00
F: -0.300 -1.956 -0.657  0.00
F: 0.932 -3.311 -2.058  0.00

Calculated values
Net charge: -3
E (eV): -59148.305
HOMO-LUMO gap (alpha / beta) (eV): 7.542 / 7.311
Spin multiplicity: 2
Largest force on an atom (eV Å⁻¹): 1.1